No. 1
# C37H49BClIrN8S4

C37H49BClIrN8S4 as an isolated structure at a distorted geometry (ωB97M-V/def2-TZVPD, OMol25).

Geometry as XYZ:
```
101
Properties=species:S:1:pos:R:3:lowdin_charge:R:1
Ir -0.62880 0.15670 -0.03588 0.6597
C 2.58294 -3.21450 -2.01883 -0.0840
C 3.16899 -2.00043 -2.73569 -0.5349
C 4.60680 -2.35909 -3.13399 -0.0288
C 2.33689 -1.63969 -3.96959 -0.0061
N 3.21609 -0.80825 -1.87260 0.0070
C 4.03061 0.25040 -2.18956 -0.0398
C 3.94809 1.14880 -1.18591 -0.0529
N 3.07775 0.66945 -0.25035 0.0130
B 2.90262 1.40640 1.09414 -0.5913
N 1.83912 2.52441 1.02449 0.0101
C 1.80141 3.48408 1.99438 -0.0717
C 0.90974 4.43298 1.62391 -0.0340
N 0.39402 4.06860 0.41153 0.0099
C 0.95331 2.87990 0.07837 -0.6506
S 0.56559 1.95772 -1.31132 0.6756
C -0.47242 4.90780 -0.43668 -0.5402
C -1.78526 4.18629 -0.75397 -0.0437
C -0.79673 6.21233 0.29221 -0.0420
C 0.29724 5.22950 -1.72301 -0.0372
N 2.62534 0.39238 2.21591 0.0226
C 3.62678 -0.39471 2.71558 -0.0405
C 3.13389 -1.09961 3.75915 -0.0254
N 1.81743 -0.74918 3.91897 0.0113
C 1.52139 0.14877 2.94457 -0.6589
S 0.00334 0.82958 2.61919 0.7897
C 0.96222 -1.10780 5.06256 -0.5470
C 1.68882 -2.11190 5.95459 -0.0402
C 0.68356 0.17807 5.84542 -0.0269
C -0.34010 -1.74090 4.57342 -0.0589
C 2.60409 -0.50961 -0.69991 -0.6568
S 1.38451 -1.40913 0.08984 0.6583
H 2.78273 -4.10459 -2.60886 0.0896
H 1.50959 -3.13153 -1.89413 0.0152
H 3.03606 -3.34564 -1.03795 0.0770
H 4.59875 -3.30084 -3.67563 0.0906
H 5.23183 -2.47499 -2.25005 0.1003
H 5.06222 -1.61772 -3.78241 0.0746
H 2.21201 -2.51599 -4.59921 0.0931
H 2.82716 -0.86325 -4.55365 0.0882
H 1.35215 -1.27821 -3.67557 0.0719
H 4.59491 0.29317 -3.09571 0.1206
H 4.44519 2.08705 -1.05904 0.1296
H 3.93954 1.93827 1.34327 0.1315
H 2.40920 3.42011 2.87135 0.1308
H 0.61567 5.31972 2.14083 0.1159
H -2.40096 4.09258 0.13627 0.0671
H -1.60753 3.19087 -1.15293 0.0169
H -2.33527 4.75785 -1.49698 0.0935
H -1.31925 6.02620 1.22765 0.0874
H -1.45414 6.80278 -0.34032 0.0947
H 0.09998 6.79757 0.48272 0.0899
H 0.49847 4.32699 -2.29256 0.0324
H 1.24140 5.71592 -1.49047 0.0937
H -0.29324 5.89760 -2.34307 0.0901
H 4.60920 -0.38081 2.29028 0.1310
H 3.62955 -1.82473 4.36864 0.1178
H 2.60370 -1.69630 6.36921 0.0880
H 1.91479 -3.02245 5.40506 0.0922
H 1.03612 -2.37333 6.78252 0.0941
H 1.61479 0.63840 6.16978 0.0952
H 0.08446 -0.04605 6.72217 0.0932
H 0.13870 0.88768 5.22864 0.0427
H -0.13260 -2.58241 3.91791 0.0827
H -0.94690 -1.01524 4.04207 0.0189
H -0.91352 -2.10302 5.42179 0.0942
S -5.09224 0.85646 1.14600 1.0419
C -4.09558 2.13237 1.74420 -0.3630
C -2.77107 1.89008 1.55397 -0.2661
C -2.49578 0.67015 0.88642 -0.3568
C -3.66637 -0.04474 0.65639 -0.5123
C -3.79759 -1.35447 0.11978 -0.2059
C -4.91606 -1.78974 -0.57864 -0.0051
C -4.89204 -2.95438 -1.31805 0.0101
C -3.68690 -3.68930 -1.36193 -0.0379
C -2.63633 -3.32472 -0.59186 -0.0694
N -2.67177 -2.21195 0.24155 -0.0821
H -4.56977 2.96844 2.22174 0.0737
H -2.00200 2.56140 1.90076 0.0686
H -5.79288 -1.15793 -0.57908 0.1089
H -5.75144 -3.28857 -1.87392 0.1216
H -3.59735 -4.54844 -2.00696 0.1208
H -1.72469 -3.90075 -0.53346 0.1438
C -2.86001 -2.52011 -5.73898 -0.0298
C -2.42333 -1.88087 -4.46602 -0.2549
C -2.91933 -0.65645 -4.02492 0.0017
C -2.41161 -0.08344 -2.87298 -0.1055
N -1.46188 -0.65336 -2.13436 -0.0246
C -1.01598 -1.84237 -2.52896 -0.1898
C -1.45098 -2.48012 -3.67032 -0.0234
H -3.69471 -1.99122 -6.18811 0.0831
H -3.14201 -3.55820 -5.57258 0.0879
H -2.02999 -2.51476 -6.44492 0.0957
H -3.67682 -0.13778 -4.59006 0.1183
H -2.75996 0.88206 -2.53758 0.1188
H -0.25255 -2.28752 -1.90815 0.0439
H -1.02097 -3.42839 -3.94597 0.1259
Cl -2.90745 -3.59146 2.56964 0.5681
C -2.04247 -2.34841 1.49893 -0.5125
H -1.02710 -2.73244 1.38757 0.0712
H -2.08705 -1.42405 2.06826 0.0452
```

⟨S²⟩	0.759
orbital gap (spin up / spin down)	5.00 / 5.18	eV
ΔE to the lowest compared entry with this formula, charge and spin	366.7	kJ/mol
charge	+1
spin multiplicity	2

No. 2
# C37H49HgN3O22S2

C37H49HgN3O22S2 as an isolated structure at a distorted geometry (ωB97M-V/def2-TZVPD, OMol25).

Geometry as XYZ:
```
114
Properties=species:S:1:pos:R:3:lowdin_charge:R:1
Hg 3.63539 -2.29993 0.50606 1.2554
C -0.00649 -0.84875 0.43876 -0.0822
C 0.97832 -1.00735 -0.70683 -0.4270
O 1.81899 -2.09519 -0.51096 -0.4500
H 0.59676 -0.82876 1.36682 0.0459
H -0.54214 -1.78919 0.59983 0.0627
H -0.59724 0.06518 0.51766 0.0617
H 1.57091 -0.08542 -0.81778 0.0869
H 0.39402 -1.20289 -1.61411 0.0828
C 3.39916 -0.98223 3.36095 -0.2718
O 4.03343 -0.88406 2.09382 -0.4802
H 3.59393 -1.99718 3.72589 0.0670
H 3.90512 -0.36804 4.11147 0.0696
H 2.33127 -0.76470 3.27852 0.0335
C -1.59551 -3.08503 4.36526 -0.1516
C -0.50735 -3.45451 3.38059 -0.1567
O 0.00216 -4.72942 3.80051 -0.1852
S -0.98859 -5.43826 4.86379 0.5966
O -0.35732 -5.41739 6.13329 -0.2203
O -1.49837 -6.65146 4.33636 -0.2236
O -2.15677 -4.37432 4.71682 -0.1907
H -2.42934 -2.54236 3.93156 0.0976
H -1.28451 -2.63567 5.30997 0.1336
H 0.33758 -2.77411 3.48414 0.1218
H -0.93317 -3.46682 2.38107 0.1061
C -1.45925 5.56436 0.57573 -0.1629
C -1.24975 4.92205 1.92027 -0.1748
O -1.26634 3.53227 1.61193 -0.1993
S -2.49593 3.26315 0.58945 0.6019
O -3.62339 3.12584 1.44554 -0.2269
O -2.24640 2.28946 -0.39859 -0.2103
O -2.38527 4.71272 -0.08463 -0.1740
H -0.51921 5.57598 0.01185 0.1386
H -1.75487 6.61085 0.59866 0.1381
H -2.11431 5.19704 2.54232 0.1329
H -0.38185 5.14823 2.53034 0.1367
C 1.03505 -6.09233 -5.57305 -0.0664
C 1.71158 -4.91853 -5.86940 -0.0611
C 1.18460 -3.69417 -5.46241 -0.0033
C 0.09060 -3.67882 -4.62065 -0.1460
C -0.55225 -4.84443 -4.25219 0.0015
C -0.03257 -6.05570 -4.69319 -0.0609
N -0.34115 -2.39002 -4.07436 -0.3284
O -1.46965 -2.31348 -3.62799 0.0711
O 0.46323 -1.48559 -4.03198 0.0675
H 1.48671 -7.03668 -5.85075 0.1093
H 2.72840 -4.86191 -6.23433 0.1106
H 1.78727 -2.81893 -5.65583 0.1169
H -1.32982 -4.82859 -3.50213 0.1218
H -0.60544 -6.91933 -4.38101 0.1116
C -4.93025 -0.05143 -1.99085 -0.0780
C -4.10648 -1.15562 -2.06655 -0.0615
C -3.74409 -1.77579 -0.88766 0.0003
C -4.16711 -1.23714 0.31913 -0.1402
C -4.90385 -0.06039 0.38946 -0.0001
C -5.27761 0.56356 -0.80103 -0.0577
N -3.80727 -2.04127 1.50306 -0.3317
O -3.03844 -2.97622 1.34444 0.0625
O -4.44858 -1.85511 2.52255 0.0796
H -5.20156 0.45939 -2.91041 0.1108
H -3.71004 -1.52793 -2.99876 0.0920
H -2.94317 -2.49807 -0.95023 0.1177
H -5.28879 0.27541 1.34300 0.1174
H -5.92783 1.42511 -0.82208 0.1139
C -2.85747 0.82450 4.12510 -0.0612
C -2.65376 1.34734 5.38719 -0.0544
C -1.41240 1.22610 5.99084 -0.0048
C -0.36701 0.72030 5.25751 -0.1619
C -0.54529 0.24435 3.97169 -0.0165
C -1.80233 0.24295 3.40916 -0.0629
N 1.00649 0.81104 5.76493 -0.3512
O 1.56004 -0.18477 6.17332 0.1095
O 1.46674 1.93983 5.82627 0.0816
H -3.79804 0.99488 3.61748 0.1041
H -3.45588 1.78847 5.96310 0.1123
H -1.27500 1.68536 6.96167 0.1276
H 0.30493 -0.13453 3.41747 0.0847
H -2.15499 -0.10356 2.44646 0.0936
O 2.84736 3.70963 -0.49558 0.1130
C 2.90261 3.43566 0.66638 -0.4704
O 3.01165 4.42301 1.59556 0.0082
C 3.11193 3.92217 2.93767 -0.1314
C 2.82351 2.39497 2.83644 -0.1454
C 2.78420 2.09279 1.36819 -0.0708
H 2.33484 4.38484 3.54318 0.1138
H 4.10150 4.17081 3.31485 0.1224
H 1.81998 2.32137 3.25281 0.0930
H 3.61363 1.96191 3.43964 0.1110
H 1.97935 1.46655 0.99405 0.1132
H 3.71027 1.57741 1.08311 0.1258
O -0.06750 4.28109 -5.63339 0.1228
C -0.39837 3.30923 -5.02859 -0.4836
O 0.34160 2.79492 -4.01461 0.0106
C -0.27865 1.67114 -3.36889 -0.1363
C -1.75705 1.86365 -3.74415 -0.1593
C -1.68333 2.45805 -5.12268 -0.0738
H -0.20008 1.65347 -2.28835 0.1191
H 0.02491 0.78489 -3.91986 0.0980
H -2.24528 2.54926 -3.04830 0.1070
H -2.33834 0.94206 -3.67127 0.1059
H -2.44545 3.20009 -5.35906 0.1228
H -1.49443 1.84066 -6.00375 0.1303
O 4.42718 -0.73967 -1.35753 0.0268
C 4.53562 -0.11204 -2.37480 -0.4447
O 5.64423 -0.19432 -3.14158 0.0369
C 5.59759 0.65541 -4.29432 -0.1335
C 4.19964 1.28633 -4.23764 -0.1608
C 3.73440 1.10515 -2.81655 -0.0559
H 5.65665 0.03342 -5.18381 0.1209
H 6.35689 1.43410 -4.32275 0.1263
H 3.53465 0.80138 -4.96185 0.1137
H 4.07779 2.31943 -4.57048 0.1228
H 2.65749 1.02290 -2.73894 0.1127
H 4.19786 1.88594 -2.20646 0.1376
```

orbital gap	7.13	eV